(1)
This record from the Open Molecules 2025 dataset describes 2 unconnected molecules or ions with the total composition C4H13NO in a non-equilibrium geometry. The level of theory is ωB97M-V/def2-TZVPD.

Structure (XYZ):
```
19
Properties=species:S:1:pos:R:3:forces:R:3:nbo_charge:R:1
C 1.517975 0.611138 2.154535 -0.93 -0.93 0.21 -0.642
C 0.357916 0.739567 1.154330 0.60 -0.19 0.65 -0.060
N -0.679719 1.718367 -3.697682 0.11 0.53 -0.75 -1.064
H 1.117507 0.506647 3.169076 -0.22 0.51 -0.09 0.212
H 1.941222 -0.389376 2.026666 0.77 0.42 -0.34 0.204
H 2.204456 1.450184 2.128927 0.34 -0.20 -0.19 0.214
H 0.714886 0.773076 0.124159 0.09 0.21 -0.05 0.162
H -0.188799 1.649859 1.388985 -0.19 0.05 -0.26 0.183
H -1.307630 1.425482 -4.435239 -0.04 -0.39 0.01 0.354
H -1.048555 1.386311 -2.826038 -0.23 -0.02 0.36 0.357
H -0.763338 2.732274 -3.731805 0.17 -0.13 0.39 0.354
C -0.281110 -1.557025 0.712192 0.57 -0.01 -0.60 -0.047
O -0.544447 -0.329138 1.328060 -1.02 0.45 0.37 -0.544
C -0.350148 -1.502709 -0.839883 0.63 0.33 1.85 -0.642
H -0.973073 -2.266166 1.153949 -0.21 -0.04 -0.05 0.184
H 0.735664 -1.880790 0.982182 -0.11 -0.23 -0.04 0.148
H -0.333860 -2.531219 -1.184914 -0.04 0.10 -0.50 0.216
H 0.568471 -0.966930 -1.071277 -0.03 -0.22 -0.85 0.204
H -1.194727 -0.907886 -1.169995 -0.26 -0.26 -0.14 0.208
```
Positions in Å, forces in eV/Å.

SMILES string: CCOCC.N
Relative energy (zero: lowest compared OMol25 entry of this formula, charge and spin): 22.6 kcal/mol
Spin multiplicity: 1
Frontier orbital gap: 10.506 eV

(2)
This record from the Open Molecules 2025 dataset describes 7 unconnected molecules or ions with the total composition C28H41F9NO13S in a non-equilibrium geometry. The level of theory is ωB97M-V/def2-TZVPD.

Structure (XYZ):
```
93
Properties=species:S:1:pos:R:3:forces:R:3:lowdin_charge:R:1
O -2.070160 2.077286 5.174288 1.09 -0.47 2.80 -0.209
N -2.018778 2.098660 3.803915 -2.11 -0.93 -2.08 -0.158
C -3.462175 1.920298 3.389165 0.29 1.11 0.22 -0.248
C -3.722535 0.725022 2.286865 -0.92 -0.30 0.14 -0.095
C -3.589820 -0.799116 2.872790 -1.75 1.52 1.91 -0.187
F -4.681728 -1.698609 2.337586 3.63 2.20 1.32 -0.030
F -3.948019 -0.676743 4.340289 0.89 -0.83 -3.41 -0.046
C -2.107228 -1.461354 2.857855 -0.80 -1.23 5.73 -0.234
F -2.261628 -2.847908 3.441355 0.38 4.17 -1.22 -0.039
F -1.132570 -0.782408 3.792721 -3.73 -1.88 -2.97 -0.015
S -1.247376 -1.651107 1.230933 3.25 -1.54 -2.18 1.051
F -1.567593 -3.353862 1.295151 0.22 1.77 -0.80 -0.274
F 0.225352 -1.971814 2.113313 -1.59 0.14 -1.16 -0.264
F -0.743365 -0.018096 1.131054 -1.12 -1.41 0.09 -0.242
F -2.638327 -1.430984 0.272630 1.16 0.06 1.20 -0.233
F -0.370881 -1.945312 -0.219348 -0.62 0.23 0.85 -0.271
H -1.212412 1.710809 5.548648 -1.33 0.62 -1.20 0.096
H -4.197166 1.867441 4.328562 1.66 -0.24 -2.02 0.120
H -3.769887 2.933685 2.837335 0.31 -2.05 0.64 0.100
H -3.110797 0.921833 1.288420 -0.88 -1.03 3.10 0.105
H -4.865194 0.845811 1.958951 2.57 -0.63 0.93 0.138
O -0.913926 2.063618 -3.291008 1.29 -0.92 -1.04 0.089
C -0.298460 1.116081 -3.750958 -1.32 1.31 0.74 -0.453
O 0.620517 1.209945 -4.756373 -0.40 0.55 0.46 0.020
C 1.058547 -0.099960 -5.114223 0.45 -0.37 -0.46 -0.178
C 0.767491 -0.959060 -3.911662 0.34 -0.80 0.26 -0.165
C -0.467954 -0.314110 -3.336232 0.26 -0.26 0.36 -0.077
H 0.503322 -0.423932 -6.000752 0.02 0.05 0.03 0.125
H 2.126019 -0.079590 -5.352361 -0.21 0.24 -0.06 0.126
H 0.634641 -2.015543 -4.159340 0.08 0.16 0.00 0.123
H 1.591462 -0.881217 -3.191923 -0.13 -0.06 -0.13 0.128
H -1.381770 -0.711069 -3.786984 -0.04 0.11 0.16 0.141
H -0.499879 -0.408042 -2.248312 -0.37 0.09 -0.18 0.120
O 0.620276 5.582865 1.304275 0.81 0.48 -2.03 0.104
C 0.899874 5.532606 0.117902 -0.88 -0.04 2.34 -0.458
O 1.545626 6.524022 -0.563484 -0.12 -0.05 0.61 0.018
C 1.608330 6.177759 -1.946217 0.30 0.26 -0.60 -0.175
C 1.450999 4.680309 -1.988787 0.18 -0.61 -0.72 -0.162
C 0.550157 4.409230 -0.810480 0.29 -0.42 -0.22 -0.081
H 0.800108 6.695817 -2.473054 -0.02 -0.02 0.03 0.126
H 2.566905 6.499326 -2.363766 -0.12 0.11 0.23 0.111
H 1.050465 4.316363 -2.938664 0.06 0.06 0.11 0.115
H 2.423587 4.200290 -1.825485 -0.13 0.12 -0.06 0.127
H -0.506829 4.484591 -1.080508 0.05 -0.10 0.13 0.120
H 0.765816 3.439856 -0.355269 -0.40 0.22 0.13 0.140
O -4.194493 1.364964 -0.032904 -1.51 2.58 -1.76 0.042
C -4.440596 2.546454 -0.210928 0.43 -2.14 -0.15 -0.433
O -5.473743 3.215186 0.380338 0.28 -0.61 -0.04 0.026
C -5.528425 4.543910 -0.136656 -0.39 0.52 0.14 -0.173
C -4.146877 4.820646 -0.669255 0.48 0.79 -0.15 -0.169
C -3.693748 3.460042 -1.134911 0.43 0.43 0.10 -0.074
H -6.291726 4.582459 -0.920907 0.02 -0.02 0.03 0.125
H -5.804819 5.239040 0.661480 -0.09 -0.31 -0.02 0.127
H -4.132847 5.579511 -1.456070 -0.08 -0.05 0.12 0.117
H -3.497559 5.165166 0.144814 -0.13 -0.03 -0.11 0.126
H -4.003126 3.258314 -2.164186 0.15 -0.15 0.07 0.138
H -2.614011 3.336922 -1.023462 -0.23 -0.35 -0.24 0.118
O 1.893914 -8.132452 -0.629426 -0.84 1.08 0.90 0.076
C 1.062582 -7.638986 0.114588 1.39 -0.59 -0.75 -0.463
O 1.145066 -6.378573 0.632994 0.44 -0.94 -0.79 0.035
C 0.064794 -6.174687 1.542511 -0.43 0.77 0.63 -0.156
C -0.986200 -7.176986 1.142856 -0.88 -0.07 0.15 -0.159
C -0.163388 -8.331069 0.628582 -0.51 -0.06 -0.09 -0.091
H 0.430269 -6.339504 2.561545 0.00 -0.03 -0.09 0.133
H -0.299014 -5.146492 1.458371 0.33 -0.19 -0.01 0.108
H -1.656182 -7.448425 1.962975 0.12 0.12 -0.07 0.122
H -1.596713 -6.769404 0.327892 0.07 0.01 0.17 0.123
H 0.123000 -9.016237 1.431289 0.03 0.01 -0.15 0.102
H -0.679120 -8.866057 -0.172181 0.35 -0.15 0.11 0.128
O 5.225430 7.277521 -2.345201 -0.43 1.64 -1.33 0.101
C 4.979368 8.373801 -2.820388 0.73 -2.01 1.00 -0.464
O 5.025540 8.662719 -4.154024 -0.01 -0.53 0.48 0.027
C 4.789410 10.057583 -4.339439 -0.01 0.45 -0.56 -0.176
C 4.060178 10.505750 -3.099969 -0.53 0.74 0.18 -0.171
C 4.631041 9.602538 -2.036141 -0.46 0.30 0.16 -0.084
H 5.753822 10.562178 -4.459685 -0.05 -0.05 0.00 0.127
H 4.192619 10.213654 -5.242822 0.22 -0.22 0.05 0.127
H 4.189109 11.570008 -2.885765 -0.02 -0.13 -0.11 0.119
H 2.986538 10.310360 -3.210123 0.17 0.06 -0.01 0.123
H 5.542878 10.016724 -1.597033 -0.07 -0.15 0.08 0.136
H 3.894044 9.379880 -1.261112 0.41 -0.14 0.06 0.134
O 0.563323 -9.895743 3.748524 1.75 -0.49 -0.83 0.101
C 1.627782 -10.422404 3.469719 -1.91 0.80 0.24 -0.455
O 2.372439 -10.116659 2.366906 -0.69 0.15 0.63 0.027
C 3.492984 -10.997356 2.299603 0.59 -0.10 -0.53 -0.164
C 3.690895 -11.497459 3.706603 0.72 -0.37 0.44 -0.172
C 2.284520 -11.520798 4.249717 0.41 -0.09 0.40 -0.088
H 3.259693 -11.806624 1.599727 0.00 0.08 0.03 0.131
H 4.368257 -10.453093 1.933142 -0.34 0.04 -0.09 0.133
H 4.193682 -12.467142 3.752087 -0.02 0.15 -0.08 0.118
H 4.292134 -10.777510 4.275109 -0.06 -0.13 -0.12 0.124
H 1.779476 -12.465745 4.031045 -0.09 0.11 0.11 0.135
H 2.264764 -11.309612 5.321362 -0.37 -0.13 -0.20 0.131
```
Positions in Å, forces in eV/Å.

Spin multiplicity: 1
Total charge: -1
Frontier orbital gap: 3.027 eV

(3)
This record from the Open Molecules 2025 dataset describes a molecular structure, C21H13BrN3O7PdS2 in a non-equilibrium geometry. The level of theory is ωB97M-V/def2-TZVPD.

Structure (XYZ):
```
48
Properties=species:S:1:pos:R:3:forces:R:3:nbo_charge:R:1
Pd -15.622452 13.525428 -3.375608 1.01 0.62 0.00 1.065
O -15.214674 16.425884 -6.409763 0.45 -0.21 -0.04 -0.980
S -16.183006 15.701620 -5.629021 -1.19 -0.20 0.97 2.424
O -17.519444 15.649253 -6.135428 -0.20 -0.08 -0.46 -0.948
O -15.677211 14.323782 -5.266661 0.20 -0.51 -0.05 -1.004
C -16.348335 16.529902 -4.051436 -0.48 -1.18 0.40 -0.350
C -15.459492 17.578986 -3.865046 -0.19 -0.22 -0.44 -0.208
C -15.564885 18.385848 -2.762647 -0.96 0.11 0.22 -0.217
C -16.735144 18.294581 -2.006385 -1.33 1.68 1.07 -0.221
C -17.632789 17.267964 -2.174904 -0.01 -1.46 -1.11 -0.199
C -17.358530 16.210519 -3.092447 1.22 1.92 1.52 -0.275
S -18.235535 14.734342 -2.493266 -0.35 0.41 -3.23 2.392
O -18.001225 14.508633 -1.088033 0.13 0.21 -0.88 -0.921
O -19.565611 15.059719 -2.958935 -0.16 -0.62 1.02 -0.955
O -17.642589 13.692983 -3.440205 0.01 -0.40 1.53 -0.965
H -14.751521 17.759567 -4.675203 0.02 -0.07 0.46 0.252
H -14.830852 19.131728 -2.591313 0.39 0.71 0.22 0.209
H -17.140813 19.109151 -1.323671 1.32 -0.94 -0.68 0.213
H -18.610504 17.167206 -1.680695 0.77 0.36 0.31 0.237
Br -8.032077 6.939287 -6.529080 0.31 -0.01 -0.19 0.046
C -8.100989 8.299468 -5.221922 0.90 0.22 -0.12 -0.084
C -7.287343 9.473543 -5.304597 -0.96 -1.65 -0.12 -0.251
C -7.601792 10.466888 -4.455509 -1.18 1.69 1.70 -0.184
C -8.606640 10.321805 -3.415740 0.43 -0.60 -2.08 0.107
C -9.166695 9.049071 -3.245155 -0.95 0.92 1.27 -0.210
C -8.987184 8.095669 -4.171498 -0.07 -2.03 -0.83 -0.249
N -9.154305 11.394781 -2.868795 1.99 1.06 0.31 -0.231
N -9.779789 11.215872 -1.735072 -3.57 2.49 1.22 -0.277
C -10.962599 12.010587 -1.541884 3.90 -2.36 -0.67 0.150
C -11.632472 11.719645 -0.355722 -0.10 0.28 -0.40 -0.199
C -12.994432 11.851113 -0.391664 -1.42 -0.26 2.00 -0.291
C -13.710654 12.527175 -1.401229 1.12 0.85 -1.52 0.363
O -14.924637 12.906689 -1.369598 -1.27 -0.48 -0.54 -0.647
C -12.907807 12.969095 -2.562628 -3.27 0.05 0.81 0.175
N -13.629240 13.527181 -3.599983 1.05 -0.35 -1.17 -0.449
C -12.994363 13.905039 -4.729398 -0.15 0.56 0.99 0.094
C -11.561757 13.991297 -4.732910 -0.30 -1.17 0.34 -0.294
C -10.860917 13.337623 -3.720700 -0.54 0.84 0.54 -0.082
C -11.588711 12.771844 -2.582614 3.26 0.20 -2.43 -0.158
H -6.479603 9.621627 -5.994237 -0.04 -0.27 -0.55 0.228
H -7.206606 11.473451 -4.570939 0.28 -0.22 0.07 0.218
H -9.937838 8.954778 -2.488972 0.19 -0.16 0.11 0.233
H -9.560306 7.143138 -4.087492 0.58 0.86 -0.28 0.228
H -11.003964 11.376418 0.469523 -0.68 -0.40 -0.22 0.233
H -13.593310 11.446342 0.443368 0.28 0.55 -0.35 0.223
H -13.658586 14.225274 -5.572636 0.85 -0.23 0.97 0.277
H -11.028084 14.457284 -5.572755 -0.42 -0.29 0.43 0.232
H -9.758258 13.372205 -3.692580 -0.89 -0.22 -0.12 0.252
```
Positions in Å, forces in eV/Å.

Relative energy (zero: lowest compared OMol25 entry of this formula, charge and spin): 1.5 kcal/mol
Spin multiplicity: 3
Total charge: -1
Frontier orbital gap (alpha / beta): 5.910 / 5.898 eV
<S²>: 2.085

- Look up the spin multiplicity of the second one.
  1